Entry 1:
A structure of composition C13H30ClFNO5Y. Source: the OMol25 dataset; level of theory: the ωB97M-V functional and the def2-TZVPD basis.

```
! wB97M-V def2-TZVPD RIJCOSX def2/J DEFGRID3
* xyz 0 1
Y 1.492 2.112 -1.311
C -2.534 -0.229 -0.147
C -1.596 -0.859 0.942
C -2.187 -2.263 1.324
C -1.204 -3.239 2.031
C 0.116 -3.286 1.249
C 0.867 -1.880 1.000
N -0.162 -0.971 0.429
O 0.417 0.301 0.002
C 2.050 -2.191 0.053
C 1.502 -1.425 2.356
C -1.746 0.012 2.244
H -2.302 -0.705 -1.100
H -2.327 0.827 -0.320
H -3.598 -0.414 0.001
H -2.664 -2.765 0.483
H -3.034 -2.150 2.001
H -1.677 -4.220 2.078
H -0.987 -2.944 3.058
H 0.044 -3.813 0.297
H 0.765 -3.947 1.823
H 2.727 -2.890 0.544
H 2.600 -1.274 -0.157
H 1.752 -2.698 -0.865
H 1.895 -0.409 2.408
H 2.267 -2.081 2.771
H 0.770 -1.450 3.164
H -1.384 0.976 1.885
H -1.056 -0.285 3.035
H -2.751 0.190 2.627
Cl 3.963 1.948 -0.181
F 1.809 4.246 -2.057
C -1.168 3.646 -0.076
C 0.006 4.196 0.709
O 1.034 3.200 0.754
O -0.755 2.933 -1.229
H -1.755 4.525 -0.342
H -1.661 2.893 0.538
H -0.372 4.615 1.641
H 0.346 5.075 0.160
H 1.140 2.929 1.669
H -1.381 3.118 -1.932
C 0.216 0.049 -3.474
C 1.729 -0.407 -3.418
O 2.453 0.259 -2.423
O 0.186 1.447 -3.241
H -0.232 -0.479 -2.631
H -0.242 -0.181 -4.436
H 2.153 -0.091 -4.371
H 1.734 -1.496 -3.461
H 3.236 -0.282 -2.301
H -0.493 1.826 -3.802
*
```

total energy	-41980.1756	eV
HOMO-LUMO gap	6.0	eV
molar mass	423.74	g mol⁻¹

***

Entry 2:
A structure of composition C13H30F3O19S2V3. Source: the OMol25 dataset; level of theory: the ωB97M-V functional and the def2-TZVPD basis.

```
! wB97M-V def2-TZVPD RIJCOSX def2/J DEFGRID3
* xyz 0 1
O -2.373 -3.675 0.890
V -1.293 -2.581 0.516
O -0.152 -2.706 1.729
O 0.115 3.253 1.426
V -1.293 2.825 0.818
O -1.574 3.687 -0.472
O 3.582 0.738 -3.325
V 2.075 0.957 -3.869
O 1.675 -0.255 -4.881
C 2.246 0.475 0.262
F 2.787 1.642 -0.035
F 3.082 -0.472 -0.090
F 1.950 0.437 1.528
S 0.662 0.243 -0.688
O -0.262 1.285 -0.293
O 1.042 0.416 -2.111
O 0.247 -1.108 -0.384
S -2.604 0.488 1.746
O -2.098 -0.795 1.234
O -1.564 1.275 2.437
O -2.927 1.329 0.566
O -3.774 0.324 2.589
C 1.638 1.474 7.125
O 0.708 0.529 6.611
C 1.226 -0.051 5.431
C 0.283 -1.182 5.029
O -1.021 -0.698 4.920
C -1.967 -1.711 4.792
H 1.142 1.912 7.993
H 1.860 2.221 6.364
H 2.511 0.979 7.560
H 2.248 -0.420 5.563
H 1.257 0.681 4.614
H 0.350 -1.903 5.858
H 0.605 -1.708 4.124
H -2.962 -1.314 4.982
H -1.771 -2.479 5.563
H -1.984 -2.271 3.846
C -0.515 1.605 -5.810
O 0.183 1.876 -4.606
C -0.401 2.836 -3.697
C 0.713 3.658 -3.109
O 1.932 2.961 -2.877
C 3.036 3.744 -2.475
H 0.149 1.199 -6.565
H -0.951 2.524 -6.215
H -1.382 0.957 -5.665
H -0.847 2.194 -2.930
H -1.226 3.447 -4.059
H 0.364 4.072 -2.150
H 0.895 4.613 -3.619
H 3.116 4.757 -2.888
H 3.940 3.300 -2.893
H 3.103 3.829 -1.393
C -2.900 -1.059 -1.930
O -2.013 -2.119 -1.594
C -1.302 -2.658 -2.718
C -0.500 -3.915 -2.308
O -0.090 -3.725 -0.974
C 0.761 -4.742 -0.465
H -2.393 -0.089 -1.902
H -3.761 -1.083 -1.271
H -3.211 -1.138 -2.977
H -0.620 -1.870 -3.030
H -1.972 -3.000 -3.506
H 0.349 -4.027 -2.991
H -1.034 -4.867 -2.402
H 1.344 -4.391 0.381
H 1.394 -5.152 -1.255
H 0.168 -5.580 -0.076
*
```

total energy	-159754.1333	eV
HOMO-LUMO gap	5.8	eV
energy relative to the best compared isomer or geometry (same formula, charge and spin)	0.00	kcal/mol
molar mass	764.32	g mol⁻¹